[1]
The following is a DFT calculation (ωB97M-V/def2-TZVPD) of C34H54BClN6O3S as an isolated structure.

Summary:
Multiplicity   3
Orbital gap (spin up / spin down)   8.23 / 8.26 eV
<S²>   2.008

Element x y z (Å)
C: -1.2584 -3.2678 -1.5134
C: -1.1400 -4.8013 -1.5596
Cl: -0.8746 -5.3673 -3.2688
C: -0.1393 -5.4085 -0.5327
C: 1.2349 -4.7477 -0.4702
C: 1.6476 -3.9810 0.6143
B: 0.6790 -3.7279 1.8725
O: 0.0735 -4.8611 2.4619
N: 0.4879 -2.3958 2.3801
C: -0.6433 -2.2678 3.3156
C: 0.4575 -1.3604 1.3319
C: 3.0053 -3.3825 0.6564
C: 3.4963 -2.5859 1.8509
C: 3.5994 -3.1862 3.1314
C: 4.1024 -2.3967 4.1770
N: 4.5054 -1.1256 4.0970
C: 4.3797 -0.5989 2.8794
C: 3.9006 -1.2372 1.7239
C: 3.9234 -3.4974 -0.3579
C: 3.5570 -4.2811 -1.5116
N: 4.3350 -4.5227 -2.5532
S: 3.4570 -5.4929 -3.5461
N: 2.1097 -5.6156 -2.6526
C: 2.2232 -4.9059 -1.5282
H: -1.6899 -2.9609 -0.5386
H: -0.3372 -2.7232 -1.7723
H: -2.0294 -2.9882 -2.2593
H: -2.1357 -5.2032 -1.2942
H: -0.6610 -5.4179 0.4408
H: 0.0106 -6.4770 -0.7929
H: 0.3124 -4.8419 3.4015
H: -0.6881 -3.0790 4.0591
H: -0.5206 -1.3366 3.9099
H: -1.5827 -2.1559 2.7419
H: -0.0537 -1.6722 0.4023
H: -0.0112 -0.4475 1.7481
H: 1.4726 -1.0433 1.0255
H: 3.3284 -4.2329 3.3164
H: 4.1998 -2.8834 5.1616
H: 4.7135 0.4439 2.7566
H: 3.8618 -0.7127 0.7620
H: 4.9050 -3.0153 -0.2703
C: -5.1630 -0.5902 -5.6526
C: -5.0835 -0.9698 -4.1577
C: -5.4908 -2.4374 -3.9995
C: -6.9798 -2.6577 -4.2456
C: -7.8248 -1.7411 -3.3625
C: -7.4052 -0.2621 -3.3755
N: -5.9263 -0.0609 -3.3267
O: -5.5419 -0.1882 -2.0799
C: -7.9728 0.4494 -4.6219
C: -8.1257 0.4310 -2.2095
C: -3.5949 -0.8151 -3.8286
H: -4.3662 -1.0818 -6.2132
H: -6.0855 -0.8933 -6.1420
H: -5.0401 0.4857 -5.7914
H: -5.2435 -2.7855 -2.9898
H: -4.9116 -3.0621 -4.6839
H: -7.2280 -2.4988 -5.2989
H: -7.2327 -3.6986 -4.0320
H: -8.8734 -1.8275 -3.6575
H: -7.7671 -2.1233 -2.3374
H: -7.6165 1.4798 -4.6751
H: -9.0627 0.4866 -4.5814
H: -7.7330 -0.0429 -5.5616
H: -7.9271 -0.0530 -1.2535
H: -9.2057 0.3941 -2.3586
H: -7.8360 1.4805 -2.1308
H: -3.2703 0.2194 -3.9592
H: -2.9874 -1.4358 -4.4893
H: -3.3548 -1.1225 -2.8112
C: 2.9129 5.4918 4.3734
C: 3.8441 4.5834 3.5407
C: 5.2771 4.7426 4.0559
C: 5.8698 6.1060 3.7153
C: 5.7765 6.3875 2.2165
C: 4.3919 6.1393 1.5958
N: 3.7339 4.8911 2.0846
O: 4.2427 3.8799 1.4229
C: 3.4591 7.3403 1.8588
C: 4.5635 6.1477 0.0695
C: 3.3417 3.1708 3.8566
H: 2.8069 5.1013 5.3869
H: 3.2745 6.5099 4.4960
H: 1.9132 5.5345 3.9368
H: 5.9157 3.9620 3.6269
H: 5.3042 4.5931 5.1379
H: 5.3705 6.8995 4.2789
H: 6.9173 6.1335 4.0232
H: 6.0842 7.4185 2.0263
H: 6.5157 5.7541 1.7138
H: 2.4534 7.1382 1.4857
H: 3.8221 8.2304 1.3421
H: 3.3834 7.6224 2.9065
H: 5.3092 5.4281 -0.2674
H: 4.9035 7.1284 -0.2661
H: 3.6215 5.9303 -0.4375
H: 2.3103 3.0389 3.5223
H: 3.3660 2.9848 4.9311
H: 3.9514 2.3951 3.3977

=====

[2]
The following is a DFT calculation (ωB97M-V/def2-TZVPD) of ClF2NO3Pt as an isolated structure.

Summary:
Multiplicity   4
Orbital gap (spin up / spin down)   8.56 / 5.21 eV
Net charge   -1
<S²>   3.769

Element x y z (Å)
Pt: 3.3612 -0.6106 -14.3510
N: 1.8883 0.8501 -11.6623
O: 1.1860 1.7677 -11.2187
O: 2.3125 0.7785 -12.8044
O: 2.3098 0.0017 -10.8149
F: 2.5061 -1.9669 -12.7719
F: 2.4084 -1.8412 -15.9613
Cl: 5.7287 0.3386 -14.7041

=====

[3]
The following is a DFT calculation (ωB97M-V/def2-TZVPD) of a 2-piece molecular cluster, C4H14NOS overall.

Summary:
Multiplicity   2
Orbital gap (spin up / spin down)   3.18 / 9.72 eV
ΔE to the lowest compared entry with this formula, charge and spin   61.4 kJ/mol
<S²>   0.750

Element x y z (Å)
C: 0.1790 0.8318 -1.2105
C: -0.3875 -0.4771 -1.7491
C: -0.2331 -1.6543 -0.7581
S: -0.5973 -1.2696 0.9862
C: -2.2475 -0.5509 0.8135
N: 1.3751 0.5526 -0.3582
H: -0.5118 1.4370 -0.6109
H: 0.4833 1.5114 -2.0362
H: -1.4464 -0.2966 -2.0190
H: 0.1472 -0.7382 -2.6664
H: -0.8955 -2.5052 -1.0191
H: 0.7695 -2.0285 -0.8023
H: -2.6536 -0.4332 1.7997
H: -2.2324 0.3604 0.2992
H: -2.9370 -1.2388 0.3060
H: 2.1583 0.1872 -0.8732
H: 1.0790 -0.1977 0.3615
H: 1.7013 1.4211 0.1275
H: 1.4368 3.2694 1.7569
H: 2.7719 3.5259 1.0034
O: 2.0245 2.9091 1.0657

=====

[4]
The following is a DFT calculation (ωB97M-V/def2-TZVPD) of one molecule with the formula H2NO2P.

Summary:
Orbital gap   10.68 eV
ΔE to the lowest compared entry with this formula, charge and spin   423.2 kJ/mol

Element x y z (Å)
O: -1.1126 1.1592 -0.5738
N: -0.7080 0.1383 -0.0194
O: -1.3995 -0.5901 0.6864
P: 0.8777 -0.6375 -0.4796
H: 1.4305 0.7797 -0.4563
H: 0.9120 -0.8497 0.8427

=====

[5]
The following is a DFT calculation (ωB97M-V/def2-TZVPD) of an isolated ion of composition C20H27N4O and charge +1.

Summary:
Orbital gap   7.90 eV
Net charge   +1
ΔE to the lowest compared entry with this formula, charge and spin   96.4 kJ/mol

Element x y z (Å)
C: 3.6394 -0.3748 0.9253
N: 3.7787 0.9373 0.3193
C: 5.0008 1.5719 0.1521
C: 4.7738 2.7079 -0.5437
N: 3.4137 2.7568 -0.8140
C: 2.8204 3.8403 -1.5733
C: 2.7918 1.6795 -0.2477
C: 1.4446 1.1547 -0.5938
O: 1.0850 1.2635 -1.8082
C: 0.6571 0.4943 0.3983
C: -0.2534 -0.6076 0.0284
C: -0.3582 -1.7219 1.1012
C: -0.5895 -3.0543 0.7236
C: -0.5897 -4.0689 1.6851
C: -0.2968 -3.7664 3.0187
C: -0.1534 -2.4339 3.4071
C: -0.2058 -1.4080 2.4535
N: -1.6427 -0.1967 -0.4375
C: -1.7309 1.2948 -0.8112
C: -3.0742 1.6106 -1.4326
N: -3.9327 0.4107 -1.3955
C: -3.3197 -0.6458 -2.2403
C: -1.9556 -1.0111 -1.7209
C: -4.0858 -0.0738 0.0054
C: -2.7644 -0.5417 0.5597
H: 2.7320 -0.4222 1.5368
H: 3.6067 -1.1716 0.1665
H: 4.5120 -0.5608 1.5626
H: 5.9261 1.1469 0.4992
H: 5.4647 3.4539 -0.9037
H: 1.7853 3.5997 -1.8156
H: 2.8688 4.7733 -0.9939
H: 3.3865 3.9767 -2.5033
H: 0.8029 0.7912 1.4349
H: 0.2066 -1.0809 -0.8548
H: -0.7663 -3.3080 -0.3240
H: -0.8077 -5.0952 1.3862
H: -0.1976 -4.5667 3.7523
H: 0.0081 -2.1753 4.4550
H: -0.1302 -0.3670 2.7758
H: -0.9241 1.4905 -1.5207
H: -1.5560 1.8680 0.1099
H: -3.5678 2.4198 -0.8782
H: -2.9551 1.9143 -2.4829
H: -3.9773 -1.5220 -2.2373
H: -3.2418 -0.2591 -3.2625
H: -1.9050 -2.0611 -1.4219
H: -1.1440 -0.7725 -2.4170
H: -4.5048 0.7313 0.6240
H: -4.7958 -0.9086 -0.0255
H: -2.7614 -1.6304 0.6558
H: -2.5174 -0.0817 1.5232

=====

[6]
The following is a DFT calculation (ωB97M-V/def2-TZVPD) of an isolated ion of composition C3H2NOS2 and charge -1.

Summary:
Orbital gap   6.45 eV
Net charge   -1
ΔE to the lowest compared entry with this formula, charge and spin   513.2 kJ/mol

Element x y z (Å)
O: -1.4546 -0.7428 1.9605
N: -0.9415 -0.3493 0.8412
C: -1.5245 0.3359 -0.0789
S: -0.5043 0.7059 -1.4892
C: 1.1220 0.1698 -0.8972
C: 1.4419 -0.4818 0.1702
S: 2.4840 -1.2357 1.1594
H: -2.4218 0.8089 -0.0801
H: 1.7989 0.7891 -1.5858

=====

Largest force on an atom (eV Å⁻¹)
3.06, 7.45, 1.80, 2.98, 3.20, 3.92